(1)
The following is a DFT calculation (ωB97M-V/def2-TZVPD) of C6H18N5O3 as an isolated structure in a non-equilibrium geometry.

Its net charge is -1. The value obtained for the HOMO-LUMO gap is 3.78 eV. For the LUMO energy, the calculation gives 2.091 eV. As for the spin multiplicity: 1.

Last column: natural (NBO) charge in e.
CARTESIAN COORDINATES (ANGSTROEM)
N (-1.090, -0.321, -4.471)  -0.823
C (-0.619, -0.113, -3.102)  -0.245
C (-1.320, 1.063, -2.347)  0.066
O (-2.079, 1.878, -3.229)  -0.716
C (-2.253, 0.579, -1.218)  -0.240
N (-1.845, 1.026, 0.131)  -0.613
C (-0.800, 0.278, 0.694)  0.560
N (0.469, 0.340, 0.198)  -0.801
N (-1.028, -0.487, 1.706)  -0.280
N (-0.067, -1.122, 2.503)  -0.747
H (-0.307, -0.378, -5.109)  0.356
H (-1.553, -1.217, -4.554)  0.354
H (0.457, 0.085, -3.113)  0.188
H (-0.755, -1.025, -2.511)  0.178
H (-0.539, 1.661, -1.873)  0.175
H (-1.686, 2.744, -3.287)  0.474
H (-2.373, -0.512, -1.233)  0.168
H (-3.225, 1.030, -1.416)  0.222
H (-2.647, 0.917, 0.746)  0.361
H (0.741, -0.342, -0.496)  0.388
H (0.752, 1.266, -0.090)  0.387
H (-1.992, -0.604, 2.013)  0.360
H (0.905, -0.332, 2.673)  0.416
H (0.317, -1.897, 1.966)  0.327
O (4.182, -1.821, 3.735)  -0.940
C (2.994, -1.270, 3.508)  -0.001
C (2.747, 0.136, 2.882)  -0.102
O (1.358, 0.419, 2.779)  -0.770
H (2.345, -1.167, 4.427)  0.061
H (2.334, -1.810, 2.718)  0.009
H (3.268, 0.118, 1.895)  0.098
H (3.310, 0.882, 3.476)  0.129



(2)
The following is a DFT calculation (ωB97M-V/def2-TZVPD) of C6H18N6NiO10 as an isolated structure in a non-equilibrium geometry.

The value obtained for the HOMO-LUMO gap (spin up / spin down) is 8.12 / 8.11 eV. For the LUMO energy (spin up / spin down), the calculation gives 0.131 / 0.129 eV. Its expectation value of S² is 2.003. Its energy relative to the best compared isomer or geometry (same formula, charge and spin) is 0.00 kcal per mole. As for the spin multiplicity: 3.

Last column: Löwdin spin population.
CARTESIAN COORDINATES (ANGSTROEM)
Ni (-0.141, -0.036, -0.702)  1.830
O (0.661, 2.578, -3.479)  0.000
C (0.422, 1.223, -3.619)  0.004
O (0.145, 0.640, -2.539)  0.026
O (0.486, 0.739, -4.745)  0.001
H (0.888, 2.869, -4.370)  0.000
O (-0.454, -3.572, 0.153)  0.000
C (0.511, -3.114, -0.714)  0.004
O (1.136, -3.963, -1.348)  0.005
O (0.679, -1.868, -0.737)  0.029
H (-0.403, -4.533, 0.091)  0.000
C (-0.405, 2.826, 0.870)  0.003
O (-0.902, 1.884, -0.077)  0.020
H (0.211, 2.266, 1.566)  0.000
H (0.257, 3.525, 0.352)  0.000
H (-1.213, 3.357, 1.370)  0.001
H (-1.344, 2.339, -0.801)  0.000
C (2.921, 0.717, -0.211)  0.005
O (1.707, 0.707, -0.048)  0.018
N (3.635, 1.863, -0.362)  0.002
N (3.602, -0.450, -0.368)  0.001
H (3.103, 2.694, -0.194)  0.000
H (4.592, 1.841, -0.657)  0.000
H (4.589, -0.450, -0.543)  0.000
H (3.067, -1.302, -0.420)  0.000
C (-0.233, -0.329, 2.633)  0.004
O (-0.572, -0.629, 1.498)  0.013
N (-0.943, 0.523, 3.417)  0.001
N (0.935, -0.783, 3.166)  0.001
H (-1.842, 0.867, 3.138)  0.000
H (-0.612, 0.791, 4.326)  0.000
H (1.240, -0.430, 4.056)  0.000
H (1.502, -1.471, 2.709)  0.000
C (-3.010, -1.132, -0.538)  0.004
O (-2.011, -0.611, -1.032)  0.025
N (-2.923, -2.108, 0.389)  -0.001
N (-4.250, -0.781, -0.968)  0.001
H (-3.689, -2.735, 0.564)  0.000
H (-2.019, -2.496, 0.624)  0.000
H (-5.066, -1.290, -0.689)  0.000
H (-4.258, -0.164, -1.760)  0.000



(3)
The following is a DFT calculation (ωB97M-V/def2-TZVPD) of a 6-piece molecular cluster, C6H18N6O12 overall in a non-equilibrium geometry.

The value obtained for the HOMO-LUMO gap is 10.59 eV. For the LUMO energy, the calculation gives -0.387 eV. Its energy relative to the best compared isomer or geometry (same formula, charge and spin) is 14.64 kcal per mole. As for the SMILES: C[N+](=O)[O-].C[N+](=O)[O-].C[N+](=O)[O-].C[N+](=O)[O-].C[N+](=O)[O-].C[N+](=O)[O-]. As for the spin multiplicity: 1.

Last column: natural (NBO) charge in e.
CARTESIAN COORDINATES (ANGSTROEM)
C (3.191, -2.011, 0.687)  -0.486
N (2.816, -0.696, -0.015)  0.567
O (2.352, 0.157, 0.678)  -0.383
O (3.097, -0.630, -1.174)  -0.401
H (3.275, -2.774, -0.020)  0.239
H (2.480, -2.208, 1.469)  0.234
H (4.133, -1.747, 1.224)  0.232
C (-2.072, 0.108, 0.755)  -0.490
N (-0.982, -0.627, 0.187)  0.528
O (-0.572, -0.249, -0.912)  -0.362
O (-0.567, -1.609, 0.826)  -0.410
H (-2.749, -0.683, 1.109)  0.234
H (-2.563, 0.738, 0.007)  0.252
H (-1.766, 0.690, 1.626)  0.263
C (-6.607, 1.802, 2.679)  -0.483
N (-6.247, 1.863, 1.261)  0.534
O (-5.076, 1.747, 1.047)  -0.379
O (-7.140, 1.814, 0.414)  -0.376
H (-6.028, 2.614, 3.146)  0.240
H (-6.297, 0.818, 3.062)  0.237
H (-7.654, 1.830, 2.753)  0.229
C (0.342, -3.748, -1.248)  -0.519
N (0.999, -4.989, -0.717)  0.542
O (0.276, -5.951, -0.599)  -0.360
O (2.143, -4.872, -0.303)  -0.403
H (-0.501, -4.064, -1.870)  0.229
H (0.963, -3.042, -1.707)  0.226
H (-0.037, -3.163, -0.373)  0.270
C (2.049, 3.259, 0.780)  -0.481
N (0.939, 2.867, 1.735)  0.554
O (-0.179, 3.116, 1.367)  -0.404
O (1.289, 2.357, 2.757)  -0.376
H (2.112, 4.351, 0.989)  0.224
H (1.752, 3.018, -0.225)  0.248
H (2.900, 2.693, 1.066)  0.230
C (2.793, 0.464, -3.582)  -0.471
N (2.927, 1.737, -2.743)  0.547
O (4.015, 1.897, -2.209)  -0.382
O (1.937, 2.412, -2.589)  -0.384
H (1.945, -0.009, -3.164)  0.238
H (3.722, -0.127, -3.584)  0.236
H (2.590, 0.846, -4.590)  0.219



(4)
The following is a DFT calculation (ωB97M-V/def2-TZVPD) of a 2-piece molecular cluster, C6H18NO overall in a non-equilibrium geometry.

Its net charge is +1. The value obtained for the HOMO-LUMO gap is 10.27 eV. For the LUMO energy, the calculation gives -3.483 eV. Its energy relative to the best compared isomer or geometry (same formula, charge and spin) is 63.60 kcal per mole. As for the spin multiplicity: 1.

Last column: natural (NBO) charge in e.
CARTESIAN COORDINATES (ANGSTROEM)
C (2.864, 0.901, -1.136)  -0.613
C (1.297, 1.067, -1.066)  -0.404
C (0.870, 0.879, 0.404)  -0.442
C (-0.519, 1.421, 0.595)  -0.387
C (-1.691, 0.596, -0.314)  -0.443
C (-1.399, -0.833, -0.965)  -0.228
N (-1.077, -2.017, -0.041)  -0.703
H (3.162, -0.055, -0.659)  0.205
H (3.223, 0.960, -2.210)  0.223
H (3.413, 1.824, -0.631)  0.220
H (0.801, 0.157, -1.607)  0.162
H (1.046, 1.971, -1.621)  0.229
H (0.991, -0.073, 0.941)  0.202
H (1.604, 1.520, 1.085)  0.229
H (-0.810, 1.528, 1.673)  0.216
H (-0.591, 2.390, 0.082)  0.217
H (-2.563, 0.534, 0.581)  0.230
H (-1.841, 1.286, -1.206)  0.259
H (-0.709, -0.864, -1.721)  0.219
H (-2.307, -0.984, -1.401)  0.225
H (-1.384, -3.000, -0.387)  0.453
H (-0.066, -2.071, 0.205)  0.450
H (-1.497, -1.827, 0.875)  0.454
H (-1.572, -1.296, 2.768)  0.485
H (-0.520, -2.368, 3.169)  0.506
O (-0.727, -1.645, 2.585)  -0.964



(5)
The following is a DFT calculation (ωB97M-V/def2-TZVPD) of a 2-piece molecular cluster, C6H18NO overall in a non-equilibrium geometry.

Its net charge is +2. The value obtained for the HOMO-LUMO gap (spin up / spin down) is 12.16 / 4.74 eV. For the LUMO energy (spin up / spin down), the calculation gives -6.859 / -14.271 eV. Its expectation value of S² is 0.753. Its energy relative to the best compared isomer or geometry (same formula, charge and spin) is 55.61 kcal per mole. As for the spin multiplicity: 2.

Last column: Löwdin spin population.
CARTESIAN COORDINATES (ANGSTROEM)
C (-0.378, -0.883, -2.104)  0.011
C (0.512, -0.069, -1.055)  0.076
C (0.577, -0.731, 0.328)  0.130
C (1.669, 0.191, 0.984)  0.020
C (-0.716, -0.940, 1.026)  0.209
C (-0.446, -2.179, 1.987)  0.310
N (-0.128, 1.335, -0.978)  0.005
H (-0.555, -0.502, -3.165)  0.004
H (-1.298, -0.866, -1.667)  0.004
H (-0.232, -1.902, -2.362)  0.000
H (1.556, -0.057, -1.301)  0.014
H (0.961, -1.852, 0.191)  0.026
H (1.924, -0.148, 2.036)  0.004
H (1.710, 1.300, 1.017)  0.001
H (2.613, -0.157, 0.531)  0.005
H (-1.435, -1.274, 0.262)  0.017
H (-1.171, -0.149, 1.638)  0.021
H (0.606, -2.457, 2.111)  0.040
H (-0.660, -3.086, 1.386)  0.072
H (-0.952, -2.068, 2.934)  0.028
H (-1.118, 1.257, -1.043)  0.000
H (0.507, 2.001, -1.654)  0.002
H (0.211, 1.833, 0.008)  0.000
H (-2.001, 3.720, -0.719)  0.000
H (-0.667, 4.119, 0.146)  0.000
O (-1.091, 3.563, -0.537)  0.001



(6)
The following is a DFT calculation (ωB97M-V/def2-TZVPD) of a 3-piece molecular cluster, C6H18NO3PSi overall in a non-equilibrium geometry.

The value obtained for the HOMO-LUMO gap is 8.48 eV. For the LUMO energy, the calculation gives 0.698 eV. As for the SMILES: NP(O)[SiH3].CC(C)=O.CC(C)=O. As for the spin multiplicity: 1.

Last column: natural (NBO) charge in e.
CARTESIAN COORDINATES (ANGSTROEM)
N (-4.111, 0.868, -0.877)  -1.094
P (-2.588, 0.375, -0.029)  0.766
O (-3.126, -0.734, 1.203)  -0.980
Si (-1.833, 2.273, 0.830)  0.474
H (-4.416, 1.729, -0.331)  0.363
H (-3.808, 1.273, -1.809)  0.379
H (-2.451, -0.714, 1.952)  0.515
H (-0.457, 2.571, 0.368)  -0.130
H (-2.651, 3.400, 0.328)  -0.162
H (-1.765, 2.258, 2.291)  -0.136
C (1.304, -1.037, 1.304)  -0.727
C (0.673, -0.637, 2.610)  0.622
C (1.518, -0.743, 3.851)  -0.722
O (-0.490, -0.239, 2.662)  -0.601
H (0.577, -0.909, 0.495)  0.252
H (2.170, -0.402, 1.100)  0.248
H (1.603, -2.088, 1.343)  0.228
H (2.394, -0.094, 3.761)  0.236
H (1.827, -1.780, 4.003)  0.234
H (0.932, -0.421, 4.719)  0.236
C (0.343, 0.024, -3.359)  -0.722
C (1.497, -0.230, -2.426)  0.599
C (2.581, -1.161, -2.902)  -0.721
O (1.553, 0.301, -1.319)  -0.560
H (-0.362, 0.715, -2.883)  0.239
H (0.706, 0.478, -4.284)  0.229
H (-0.176, -0.913, -3.573)  0.235
H (3.044, -0.760, -3.807)  0.232
H (2.162, -2.151, -3.096)  0.233
H (3.349, -1.250, -2.126)  0.234